Version A
DFT (the ωB97M-V functional and the def2-TZVPD basis) results for a 8-piece molecular cluster, C20H59N3O12 overall.

Properties
- SMILES string: COC[C@H](C)N.COC[C@H](C)N.COC[C@H](C)N.OCCO.OCCO.OCCO.OCCO.O
- Net charge: 0
- HOMO-LUMO gap: 9.407 eV
- Spin multiplicity: 1
- HOMO level: -9.2 eV

Atoms and positions in Å:
C (-27.6443, -5.2057, -5.8299)
C (-28.7983, -4.9465, -4.8268)
C (-28.3480, -4.2140, -3.5758)
O (-29.3993, -4.0600, -2.6115)
C (-29.0735, -3.4671, -1.3545)
N (-29.7826, -4.1060, -5.5388)
H (-26.9385, -5.9182, -5.4031)
H (-27.0638, -4.3009, -6.0099)
H (-28.0898, -5.5618, -6.7588)
H (-29.1643, -5.9110, -4.4750)
H (-27.9470, -3.2295, -3.8170)
H (-27.5139, -4.7101, -3.0795)
H (-28.7729, -2.4230, -1.4419)
H (-28.3677, -4.0681, -0.7811)
H (-29.9102, -3.4585, -0.6558)
H (-29.3245, -3.2088, -5.4658)
H (-30.6153, -4.0476, -4.9701)
C (-23.5074, -7.5695, -3.9408)
C (-22.0281, -7.1978, -3.6463)
C (-21.9031, -5.7445, -3.0514)
O (-22.5190, -4.7573, -3.9081)
C (-21.8152, -4.5124, -5.1173)
N (-21.4665, -8.1735, -2.6996)
H (-23.6067, -8.4232, -4.6112)
H (-23.9801, -6.7156, -4.4261)
H (-24.0042, -7.9316, -3.0407)
H (-21.4852, -7.3875, -4.5722)
H (-20.8995, -5.4444, -2.7502)
H (-22.3704, -5.7572, -2.0668)
H (-22.1677, -3.5734, -5.5440)
H (-22.1444, -5.2113, -5.8862)
H (-20.7259, -4.5183, -5.0809)
H (-20.5222, -7.9093, -2.4574)
H (-22.0506, -8.1751, -1.8757)
C (-29.3259, -10.2116, -1.8602)
C (-29.9281, -8.8385, -1.5962)
C (-28.8849, -7.6760, -1.7638)
O (-27.7967, -7.8004, -0.8500)
C (-26.7251, -6.8656, -1.0995)
N (-31.1850, -8.6725, -2.3851)
H (-29.1206, -10.6315, -0.8755)
H (-28.4130, -10.2372, -2.4553)
H (-30.0302, -10.9373, -2.2670)
H (-30.1840, -8.8379, -0.5366)
H (-29.3949, -6.7174, -1.6681)
H (-28.5125, -7.6991, -2.7879)
H (-27.0247, -5.8236, -1.2110)
H (-26.2136, -7.0241, -2.0489)
H (-25.9706, -6.7646, -0.3193)
H (-31.1263, -7.7273, -2.7362)
H (-31.0708, -9.2666, -3.1938)
C (-26.7070, -7.1407, 2.5172)
C (-25.2293, -7.4568, 2.7381)
O (-25.0431, -8.6814, 3.4095)
O (-27.4453, -8.0588, 1.7975)
H (-26.6781, -6.1297, 2.1110)
H (-27.2054, -6.9103, 3.4588)
H (-24.7634, -6.6232, 3.2636)
H (-24.6374, -7.5355, 1.8262)
H (-24.1553, -9.0340, 3.3144)
H (-27.2143, -8.1354, 0.8689)
C (-33.6916, -12.5417, -3.7578)
C (-32.3112, -12.6010, -3.1049)
O (-31.8734, -13.9317, -3.2080)
O (-34.6630, -13.1711, -2.9471)
H (-33.7508, -13.0615, -4.7140)
H (-33.9550, -11.5040, -3.9625)
H (-32.2412, -12.4331, -2.0301)
H (-31.6131, -11.9267, -3.6010)
H (-31.2197, -14.1328, -2.5343)
H (-35.5112, -12.8852, -3.2942)
C (-34.2125, -9.9919, -1.1188)
C (-34.5377, -8.5913, -1.6479)
O (-34.1911, -8.2583, -2.9821)
O (-32.9038, -10.0566, -0.6284)
H (-34.2787, -10.7875, -1.8610)
H (-34.8998, -10.3188, -0.3384)
H (-34.1237, -7.8382, -0.9774)
H (-35.5674, -8.2967, -1.4456)
H (-33.2332, -8.2150, -3.0276)
H (-32.2904, -9.7163, -1.2838)
C (-27.5427, -9.3341, -6.1685)
C (-28.8311, -8.5641, -5.7652)
O (-29.5743, -9.5172, -4.9798)
O (-27.6691, -10.0949, -7.4114)
H (-27.2364, -9.9633, -5.3327)
H (-26.7142, -8.6277, -6.2205)
H (-29.3018, -8.2061, -6.6808)
H (-28.5047, -7.6788, -5.2195)
H (-29.7225, -10.3255, -5.4760)
H (-28.2492, -10.8165, -7.1575)
O (-31.2663, -5.8458, -3.0854)
H (-30.7088, -5.0984, -2.8692)
H (-31.9761, -5.4725, -3.6080)

Here are the Mulliken charges for atoms 1 to 6, given in e: -1.593, 1.399, -0.516, -0.464, -0.793, -0.667



Version B
DFT (the ωB97M-V functional and the def2-TZVPD basis) results for a 8-piece molecular cluster, C20H59N3O12 overall.

Properties
- SMILES string: COCCNCCOC.COCCNCCOC.COCCNCCOC.OCCO.O.O.O.O
- Net charge: 0
- HOMO-LUMO gap: 8.507 eV
- Spin multiplicity: 1
- HOMO level: -8.5 eV

Atoms and positions in Å:
C (-2.5407, 6.3092, -4.3779)
O (-3.8071, 6.6254, -4.9390)
C (-4.7510, 5.5110, -4.9745)
C (-4.8574, 4.6091, -3.6675)
N (-5.7683, 5.3374, -2.8069)
C (-5.8531, 4.6286, -1.5775)
C (-6.9711, 5.2341, -0.6018)
O (-6.5033, 6.5691, -0.1553)
C (-7.3396, 7.1504, 0.7424)
H (-2.4871, 6.4271, -3.2956)
H (-1.8004, 7.0172, -4.7503)
H (-2.1634, 5.2995, -4.5397)
H (-4.3783, 4.8995, -5.7962)
H (-5.7569, 5.7823, -5.2949)
H (-3.8408, 4.4161, -3.3249)
H (-5.2546, 3.6110, -3.8524)
H (-5.3766, 6.1985, -2.4532)
H (-4.9018, 4.7411, -1.0574)
H (-6.1115, 3.5906, -1.7870)
H (-6.9720, 4.5708, 0.2632)
H (-7.9656, 5.2644, -1.0468)
H (-8.3652, 7.2539, 0.3881)
H (-6.9692, 8.0828, 1.1685)
H (-7.4324, 6.5024, 1.6140)
C (5.2719, -5.9839, 6.6113)
O (4.4826, -5.2005, 5.6353)
C (3.1540, -5.0436, 6.0074)
C (2.5060, -4.1667, 4.9356)
N (3.2118, -2.7839, 4.8009)
C (2.5817, -1.9586, 3.7201)
C (3.4355, -0.6614, 3.4574)
O (4.7601, -1.0998, 3.1113)
C (5.5057, 0.0719, 2.8480)
H (4.9655, -7.0284, 6.5541)
H (5.0206, -5.7275, 7.6405)
H (6.3277, -5.8931, 6.3562)
H (2.9513, -4.5064, 6.9339)
H (2.6592, -6.0017, 6.1665)
H (1.4459, -4.0814, 5.1744)
H (2.5644, -4.6315, 3.9514)
H (4.1899, -2.8957, 4.5752)
H (1.5359, -1.7650, 3.9588)
H (2.5011, -2.6163, 2.8547)
H (3.5018, -0.1062, 4.3931)
H (3.0240, -0.0047, 2.6910)
H (6.5133, -0.2116, 2.5441)
H (5.5955, 0.6600, 3.7613)
H (5.0403, 0.6259, 2.0328)
C (1.7142, -4.5156, -1.9409)
O (1.5180, -5.8354, -1.5893)
C (0.9710, -6.6242, -2.6041)
C (0.7544, -8.1236, -2.3088)
N (-0.0681, -8.4213, -1.2004)
C (-1.5136, -8.1260, -1.4637)
C (-2.3446, -8.5167, -0.1238)
O (-1.9205, -7.7200, 0.9398)
C (-2.6466, -7.9814, 2.1676)
H (2.4880, -4.0119, -1.3615)
H (0.8414, -3.9015, -1.7190)
H (1.8456, -4.4468, -3.0207)
H (1.6991, -6.6315, -3.4153)
H (0.1665, -6.0924, -3.1122)
H (1.7756, -8.4316, -2.0841)
H (0.4115, -8.6029, -3.2257)
H (0.2605, -7.8670, -0.4226)
H (-1.8081, -8.7339, -2.3192)
H (-1.7661, -7.1177, -1.7918)
H (-2.2161, -9.5619, 0.1575)
H (-3.3927, -8.2492, -0.2583)
H (-3.7180, -7.8849, 1.9924)
H (-2.3612, -7.3098, 2.9773)
H (-2.4620, -9.0061, 2.4902)
C (4.1011, 7.2766, 0.3419)
C (3.6323, 8.6167, -0.1531)
O (4.6169, 9.3136, -0.9330)
O (4.9680, 7.5442, 1.4887)
H (4.5143, 6.7146, -0.4956)
H (3.1747, 6.8053, 0.6700)
H (3.3210, 9.2146, 0.7035)
H (2.7422, 8.5115, -0.7735)
H (5.2558, 9.5719, -0.2647)
H (4.3605, 7.6364, 2.2263)
O (0.8489, 2.5564, -2.5238)
H (0.3328, 2.8925, -1.7911)
H (0.3119, 1.8559, -2.8942)
O (4.3367, 3.1049, -4.7097)
H (3.5439, 2.9312, -4.2022)
H (4.3257, 4.0508, -4.8559)
O (-1.1417, -0.3820, -5.6453)
H (-0.7294, -0.7007, -6.4482)
H (-2.0340, -0.7266, -5.6806)
O (-0.8939, 4.0577, 1.1968)
H (-1.6733, 3.5770, 1.4756)
H (-0.7206, 4.6695, 1.9122)

Here are the Mulliken charges for atoms 1 to 6, given in e: -0.763, -0.354, -0.668, -0.533, -0.336, -0.750



Energy comparison, zero being the most stable, in kJ/mol: version A 0.0; version B 162.7.



Version A
DFT (the ωB97M-V functional and the def2-TZVPD basis) results for the molecule C3H3ClN2.

Properties
- SMILES string: ClC1N=CC=N1
- Net charge: 0
- HOMO-LUMO gap: 10.617 eV
- Spin multiplicity: 1
- HOMO level: -10.8 eV

Atoms and positions in Å:
C (-0.9413, -0.7587, -0.3164)
C (-0.7984, 0.7898, -0.3310)
C (0.9421, -0.0572, 0.6196)
N (0.1407, -1.2469, 0.1598)
N (0.3143, 1.1770, 0.1314)
Cl (2.5271, 0.0897, -0.1398)
H (-1.7803, -1.3531, -0.7375)
H (-1.4774, 1.4536, -1.0447)
H (1.0732, -0.0943, 1.6587)

Here are the natural (NBO) charges for atoms 1 to 6, given in e: 0.029, 0.032, 0.030, -0.363, -0.371, -0.006



Version B
DFT (the ωB97M-V functional and the def2-TZVPD basis) results for a 2-piece molecular cluster, C3H3ClN2 overall.

Properties
- SMILES string: N=C=CCl.C#N
- Net charge: 0
- HOMO-LUMO gap: 9.574 eV
- Spin multiplicity: 1
- HOMO level: -9.3 eV

Atoms and positions in Å:
C (1.1175, 0.5020, 0.7113)
C (-2.2348, -1.2077, 0.5182)
C (1.5924, -0.6740, 0.3887)
N (0.6457, 1.6210, 0.9480)
N (-2.6945, -0.5789, 1.3377)
Cl (1.3974, -2.0146, 1.5077)
H (-1.5683, -1.6622, -0.2154)
H (2.2300, -0.9531, -0.3664)
H (-0.3788, 1.6283, 0.8641)

Here are the natural (NBO) charges for atoms 1 to 6, given in e: 0.403, 0.071, -0.440, -0.584, -0.316, -0.014



Energy comparison, zero being the most stable, in kJ/mol: version A 0.0; version B 115.2.



Version A
DFT (the ωB97M-V functional and the def2-TZVPD basis) results for the molecule C4H9O2P.

Properties
- SMILES string: C=C[P@@](C)(=O)OC
- Net charge: 0
- HOMO-LUMO gap: 11.003 eV
- Spin multiplicity: 1
- HOMO level: -10.1 eV

Atoms and positions in Å:
C (-1.9020, -1.7497, -0.3497)
C (-1.4494, -0.5893, 0.0970)
C (0.7391, 1.6624, -1.5934)
C (1.0049, -0.0952, 1.9830)
O (1.3097, -1.0937, -0.6841)
O (0.6362, 1.3816, -0.2008)
P (0.5431, -0.2021, 0.2024)
H (-2.9886, -1.9697, -0.4702)
H (-1.1639, -2.2927, -0.9601)
H (-2.1494, 0.1289, 0.5034)
H (1.5973, 2.1335, -1.7776)
H (-0.1328, 2.1839, -1.7844)
H (0.6606, 0.6926, -2.0577)
H (0.0409, -0.3591, 2.4597)
H (1.8664, -0.7111, 2.1143)
H (1.3880, 0.8795, 2.5183)

Here are the natural (NBO) charges for atoms 1 to 6, given in e: -0.382, -0.514, -0.236, -1.028, -1.084, -0.817



Version B
DFT (the ωB97M-V functional and the def2-TZVPD basis) results for a 2-piece molecular cluster, C4H9O2P overall.

Properties
- Net charge: 0
- HOMO-LUMO gap: 9.043 eV
- Spin multiplicity: 1
- HOMO level: -8.8 eV

Atoms and positions in Å:
C (-0.6856, 1.6784, -0.4277)
C (-1.0598, 0.3388, -0.8815)
C (2.6980, -0.0892, -0.8543)
C (-1.0524, -0.9608, 1.7782)
O (-1.2091, -2.5178, -0.5690)
O (3.4226, -0.1072, 0.0918)
P (-0.9909, -1.1409, -0.0498)
H (-0.6172, 1.5596, 0.6680)
H (0.2408, 1.9913, -0.7497)
H (-1.1941, 0.1599, -1.9114)
H (2.6783, -0.9791, -1.6011)
H (-1.3428, 2.3931, -0.7419)
H (2.0326, 0.6894, -0.9686)
H (-1.9942, -1.1279, 2.2940)
H (-0.3291, -1.8913, 1.9409)
H (-0.5971, 0.0034, 1.9822)

Here are the natural (NBO) charges for atoms 1 to 6, given in e: -0.618, -0.746, 0.279, -0.998, -1.020, -0.496



Version C
DFT (the ωB97M-V functional and the def2-TZVPD basis) results for a 2-piece molecular cluster, C4H9O2P overall.

Properties
- SMILES string: OC1=COCC1.P
- Net charge: 0
- HOMO-LUMO gap: 8.611 eV
- Spin multiplicity: 1
- HOMO level: -7.9 eV

Atoms and positions in Å:
C (-0.3276, -0.9072, 1.0853)
C (0.5822, -1.5176, 0.0071)
C (-0.9790, -0.2805, -1.0502)
C (-1.3665, -0.2464, 0.2202)
O (0.2230, -0.9258, -1.2404)
O (-2.4600, 0.3414, 0.7773)
P (2.1197, 2.5411, -0.5744)
H (-0.7545, -1.6571, 1.7497)
H (0.1831, -0.1589, 1.6990)
H (1.6444, -1.3335, 0.1772)
H (0.4170, -2.5998, -0.0753)
H (1.7454, 1.4602, -1.3557)
H (-1.4339, 0.1124, -1.9402)
H (-2.9749, 0.7908, 0.0978)
H (0.8484, 2.6662, -0.0391)
H (2.5334, 1.7146, 0.4616)

Here are the natural (NBO) charges for atoms 1 to 6, given in e: -0.473, -0.061, 0.001, 0.231, -0.506, -0.670



Energy comparison, zero being the most stable, in kJ/mol: version A 0.0; version B 172.4; version C 139.3.